Entry 1:
Below is a molecular structure, C77H73AsFGeN4O4P3Rb at a distorted geometry, with properties calculated with ωB97M-V with the def2-TZVPD basis set.

Geometry as XYZ:
```
165
Properties=species:S:1:pos:R:3:mulliken_charge:R:1
Rb -0.26308 -0.27509 0.28939 1.98
C 2.08375 -3.53962 3.39431 -2.14
C 1.40870 -2.98389 2.12353 0.74
O 0.80738 -1.87290 2.21720 -0.30
C 1.46898 -3.82461 1.02865 -1.48
C 0.96869 -3.64546 -0.29408 0.49
C 0.94519 -4.92385 -1.12496 -2.02
N 0.55680 -2.50528 -0.75898 1.23
N 0.19938 -2.51129 -2.09635 0.77
C -0.46710 -1.50186 -2.59160 -1.76
O -0.93225 -0.47011 -2.00998 -0.63
C -0.74029 -1.68184 -4.05498 1.79
C -1.48622 -0.71487 -4.72363 -0.61
C -1.78850 -0.85010 -6.06475 -1.38
C -1.33499 -1.94995 -6.77476 -0.75
C -0.59780 -2.92498 -6.11918 -0.92
C -0.31758 -2.79978 -4.77200 -0.61
H 1.97944 -2.83498 4.21812 0.30
H 3.14457 -3.72042 3.22283 0.37
H 1.63255 -4.48819 3.68668 0.46
H 1.95040 -4.78106 1.20312 0.32
H 0.26095 -5.63756 -0.66315 0.43
H 1.93278 -5.38348 -1.17085 0.41
H 0.59810 -4.70127 -2.13042 0.10
H -1.82373 0.13861 -4.15451 0.70
H -2.37548 -0.08737 -6.56018 0.45
H -1.55959 -2.05178 -7.82979 0.34
H -0.23687 -3.78742 -6.66827 0.46
H 0.23124 -3.56745 -4.25135 0.35
F 2.85002 5.61990 -1.66874 -0.62
Ge 2.31500 3.96878 -0.97454 1.75
C 3.50131 2.95990 -2.26423 0.34
C 4.31117 3.75919 -3.06428 -0.56
C 5.43334 3.24900 -3.68334 -0.91
C 5.76836 1.91681 -3.50859 -1.06
C 4.93971 1.10875 -2.76167 0.59
C 3.79180 1.61060 -2.14316 -1.57
P 2.68369 0.35962 -1.33077 2.44
C 2.68724 -0.69031 -2.84350 1.03
C 2.62262 -0.03206 -4.07315 0.20
C 2.66907 -0.72944 -5.26434 -1.09
C 2.76741 -2.10982 -5.25364 -0.81
C 2.78342 -2.77516 -4.04270 -0.70
C 2.71097 -2.07944 -2.84678 0.06
C 4.09430 -0.25425 -0.30488 -0.33
C 4.55283 -1.55778 -0.17851 0.00
C 5.68725 -1.83490 0.56952 -0.87
C 6.35537 -0.82736 1.24188 -0.82
C 5.86471 0.46725 1.18332 -0.46
C 4.75659 0.74639 0.41139 0.03
C 3.40771 4.15099 0.69480 -0.37
C 4.64019 4.78729 0.64748 -0.41
C 5.34628 5.05769 1.80559 -0.93
C 4.81792 4.68682 3.03171 -0.92
C 3.60547 4.02490 3.08870 -0.25
C 2.89286 3.75295 1.92588 0.16
P 1.32243 2.78918 1.93359 1.79
C 1.80556 1.62944 3.27197 -0.15
C 2.54821 0.52731 2.86303 0.47
C 3.12103 -0.31820 3.79198 -0.67
C 2.88488 -0.11881 5.14101 -0.67
C 2.08456 0.93353 5.55482 -1.19
C 1.56911 1.82587 4.62965 -0.14
C 0.21745 3.91174 2.86459 0.37
C -1.01132 3.38161 3.26086 -0.82
C -1.97084 4.19451 3.83339 -0.48
C -1.71523 5.54371 4.02241 -0.65
C -0.48336 6.06689 3.67023 -0.81
C 0.47819 5.25809 3.08832 -0.80
C 0.54664 4.77360 -0.44184 -0.60
C 0.75121 6.04164 0.07802 -0.33
C -0.30739 6.80552 0.51936 -1.07
C -1.58887 6.29812 0.42522 -0.72
C -1.79125 5.02722 -0.07843 -0.25
C -0.72912 4.23236 -0.50496 0.17
P -0.90392 2.48727 -1.10088 2.09
C -2.70454 2.34565 -0.80927 1.75
C -3.11052 2.38648 0.52419 -0.25
C -4.44911 2.40375 0.86042 -0.42
C -5.41094 2.39043 -0.13771 -1.10
C -5.01772 2.31894 -1.46297 -0.74
C -3.67307 2.28265 -1.80092 -0.80
C -0.85370 2.91874 -2.87731 0.03
C -1.53517 4.00555 -3.41841 -0.16
C -1.43191 4.28335 -4.76852 -0.93
C -0.63641 3.49272 -5.58371 -0.92
C 0.04572 2.41316 -5.04825 -0.36
C -0.06746 2.12440 -3.69967 0.56
H 4.06348 4.79681 -3.20356 0.63
H 6.05263 3.90014 -4.28310 0.40
H 6.66090 1.51195 -3.96290 0.46
H 5.17856 0.05935 -2.65284 0.28
H 2.54942 1.04412 -4.10634 0.52
H 2.64526 -0.19351 -6.20352 0.37
H 2.80754 -2.65853 -6.18415 0.38
H 2.84596 -3.85430 -4.03110 0.39
H 2.66812 -2.63024 -1.92543 -0.98
H 4.03934 -2.37316 -0.65747 0.22
H 6.05401 -2.85103 0.61776 0.45
H 7.25015 -1.04575 1.80880 0.33
H 6.34906 1.26433 1.73103 0.49
H 4.39745 1.76638 0.36120 0.22
H 5.04223 5.07708 -0.31384 0.53
H 6.30497 5.55625 1.75545 0.39
H 5.36314 4.89876 3.94159 0.38
H 3.21280 3.70584 4.04383 0.50
H 2.67436 0.32557 1.81017 -0.32
H 3.74101 -1.13464 3.45588 0.62
H 3.30954 -0.79581 5.86880 0.44
H 1.86914 1.06756 6.60510 0.41
H 0.98444 2.67054 4.97027 0.42
H -1.20125 2.32474 3.12231 0.65
H -2.92529 3.77668 4.12352 0.46
H -2.47395 6.18672 4.44577 0.38
H -0.27342 7.11421 3.83668 0.39
H 1.43087 5.68086 2.80317 0.40
H 1.75259 6.43962 0.13757 0.65
H -0.12783 7.78363 0.94035 0.44
H -2.43126 6.88650 0.75550 0.41
H -2.80130 4.65086 -0.13010 0.41
H -2.36034 2.44103 1.29492 -0.56
H -4.74370 2.45284 1.89961 0.45
H -6.46162 2.44416 0.11611 0.34
H -5.76742 2.30430 -2.24330 0.38
H -3.38315 2.22012 -2.83936 0.24
H -2.14744 4.63080 -2.78250 0.51
H -1.97519 5.12060 -5.18589 0.38
H -0.55677 3.71759 -6.63823 0.40
H 0.65507 1.78576 -5.68121 0.51
H 0.41252 1.25874 -3.26691 -0.58
C -3.04583 -0.78001 5.10270 -0.94
O -2.42583 -0.01133 4.09467 -0.25
C -2.13727 -0.58574 2.89242 -0.60
O -2.00052 0.13798 1.94273 1.35
N -2.11591 -1.94462 2.88043 -0.17
N -1.84226 -2.54028 1.63175 0.30
H -3.51766 -0.06131 5.77298 0.26
H -2.32040 -1.37348 5.66756 0.28
H -3.80592 -1.43903 4.67395 0.33
H -1.63710 -2.35423 3.68186 0.27
H -1.86192 -3.54856 1.75329 0.30
H -0.88477 -2.29331 1.32682 -1.37
C -4.45036 -0.97785 -2.35491 -1.24
As -3.32508 -1.43242 -0.79412 1.65
C -4.91815 -1.90637 0.30873 -1.82
C -2.83303 -3.25440 -1.48791 0.33
C -3.95349 -4.20009 -1.58237 -0.32
C -4.32069 -4.98902 -0.49114 0.08
C -5.39790 -5.85038 -0.55485 -0.80
C -6.15966 -5.93471 -1.71016 -0.50
C -5.80431 -5.16942 -2.80768 -0.76
C -4.70839 -4.32761 -2.75069 -0.20
H -5.08539 -1.82197 -2.62562 0.70
H -3.82005 -0.71877 -3.20390 -0.13
H -5.08619 -0.12408 -2.12218 0.50
H -5.57530 -2.64699 -0.14822 0.46
H -5.49071 -0.98761 0.46220 0.43
H -4.61545 -2.26971 1.28868 0.23
H -2.04424 -3.63460 -0.84029 -0.22
H -2.40233 -3.05379 -2.46947 -0.10
H -3.73622 -4.92239 0.41689 0.32
H -5.64502 -6.46358 0.30169 0.40
H -7.01051 -6.60187 -1.75832 0.38
H -6.38097 -5.23311 -3.72281 0.38
H -4.41427 -3.77356 -3.63280 0.49
```

Values from the calculation:
E_LUMO ... 1.79 eV
E_tot ... -243779.8878 eV
ΔE to the lowest compared entry with this formula, charge and spin ... 69.0 kJ/mol
Largest force on an atom ... 2.22 eV/Å
Total charge ... -1
Highest occupied orbital energy ... -0.134 Eh
Gap between HOMO and LUMO ... 5.4 eV

***

Entry 2:
Below is a molecular structure, Cl3H6LiO3, with properties calculated with ωB97M-V with the def2-TZVPD basis set.

Geometry as XYZ:
```
13
Properties=species:S:1:pos:R:3:mulliken_charge:R:1
Li 1.49402 1.39779 0.97851 0.90
Cl 0.19010 3.58221 4.08919 -0.99
Cl 1.87894 -1.94787 2.14326 -0.95
Cl 4.44532 2.86436 -0.40630 -0.97
O 1.52124 -2.47581 -2.39180 -0.67
H 0.87339 -3.17610 -2.46996 0.30
H 1.76429 -2.47596 -1.46596 0.36
O -3.45650 -0.50037 1.35288 -0.64
H -4.04750 -0.19154 2.03960 0.31
H -2.78229 0.17655 1.29419 0.33
O -0.48562 0.98955 -1.36469 -0.59
H -0.52564 0.14623 -1.81573 0.32
H -0.86975 1.61097 -1.98319 0.29
```

Values from the calculation:
E_LUMO ... 4.21 eV
E_tot ... -44015.7945 eV
ΔE to the lowest compared entry with this formula, charge and spin ... 236.7 kJ/mol
Largest force on an atom ... 0.63 eV/Å
Total charge ... -2
Highest occupied orbital energy ... -0.079 Eh
Gap between HOMO and LUMO ... 6.4 eV

***

Entry 3:
Below is a single CH2S2 molecule at a distorted geometry, with properties calculated with ωB97M-V with the def2-TZVPD basis set.

Geometry as XYZ:
```
5
Properties=species:S:1:pos:R:3:mulliken_charge:R:1
S 1.92536 -0.75091 -0.04132 -0.19
C 0.46376 0.00831 -0.16590 -0.14
S -1.13724 -0.81804 -0.08404 -0.09
H 0.44269 1.19961 -0.12127 0.26
H -1.69457 0.36102 0.41252 0.16
```

Values from the calculation:
E_LUMO ... -0.52 eV
E_tot ... -22738.7109 eV
ΔE to the lowest compared entry with this formula, charge and spin ... 40.9 kJ/mol
Largest force on an atom ... 2.71 eV/Å
Highest occupied orbital energy ... -0.330 Eh
Gap between HOMO and LUMO ... 8.5 eV
SMILES ... S=CS